A single C4H6N2 molecule, computed with wB97M-V/def2-TZVPD.

Element x y z (Å)
C 1.23 -0.59 -0.21
N 1.31 0.28 0.72
C -0.07 0.56 1.12
C -0.99 0.06 0.01
N -0.70 0.58 -1.30
C -0.08 -0.69 -0.90
H 2.04 -1.31 -0.30
H -0.20 1.60 1.42
H -0.16 -0.08 2.00
H -2.02 -0.24 0.21
H -0.03 1.35 -1.22
H -0.33 -1.54 -1.54

As for the HOMO energy: -9.677 eV. As for the total charge: 0. The total energy comes out at -265.45726 Eh. Its SMILES is C1=NC[C@H]2N[C@@H]12. Its HOMO-LUMO gap is 10.66 eV.